Formula: C45H62BN8O4Se3W
Source: OMol25
Level of theory: ωB97M-V/def2-TZVPD

The value obtained for the LUMO energy (alpha / beta) is -7.33 / -8.01 eV. The calculation puts the total energy at -266311.1663 eV. The relative energy (zero: lowest compared OMol25 entry of this formula, charge and spin) is 239.49 kJ/mol. The value obtained for the highest occupied orbital energy (alpha / beta) is -13.235 / -13.183 eV. As for the orbital gap (alpha / beta): 5.901 / 5.175 eV. Its charge is +2. Its multiplicity is 2.

```
124
Properties=species:S:1:pos:R:3:forces:R:3:mulliken_spin:R:1
W 0.159167 -0.870181 -0.517419 -1.163 -2.528 1.551 -0.0064
C -4.183333 -1.768481 -0.742619 0.407 0.100 0.044 -0.0006
C -3.022333 -1.060781 -0.989419 0.181 0.045 -0.021 0.0370
N -1.954433 -1.693881 -0.441319 -0.002 0.413 -0.498 -0.0196
N -2.452833 -2.816381 0.143581 0.341 -0.140 -0.094 -0.0069
C -3.774933 -2.880381 -0.021219 -0.062 0.454 -0.256 -0.0037
B -1.510233 -3.686081 0.976981 0.408 0.355 -0.021 -0.0216
N -0.971233 -2.804481 2.137681 0.076 0.131 -0.079 0.0007
C -1.139033 -3.002881 3.454181 0.165 0.307 0.012 -0.0001
C -0.277933 -2.170581 4.135181 -0.046 -0.052 -0.194 -0.0001
C 0.396667 -1.472781 3.142481 -0.097 0.135 -0.309 0.0011
N -0.037033 -1.835181 1.925381 -0.410 0.158 -0.379 -0.0043
N -0.230233 -4.028481 0.126881 -0.318 0.363 -0.141 0.0238
C 0.374867 -5.225381 0.116981 0.429 0.207 -0.184 0.0006
C 1.711867 -5.056981 -0.185719 -0.274 0.254 0.137 0.0052
C 1.859367 -3.695081 -0.371119 -0.259 0.197 -0.098 -0.0075
N 0.678067 -3.054981 -0.214319 0.339 -0.125 -0.453 -0.0062
N -2.142233 -4.917181 1.529981 0.196 -0.599 0.389 -0.0001
C -1.545433 -5.817881 2.368781 -0.138 -0.068 0.096 0.0001
C -2.458533 -6.788581 2.672381 0.159 0.102 -0.060 0.0000
C -3.618333 -6.407481 1.973881 0.373 0.081 0.069 0.0000
N -3.414233 -5.299981 1.302081 -0.643 0.190 -0.461 0.0001
H -5.180633 -1.508981 -1.029719 -0.180 0.028 -0.116 0.0003
H -2.895533 -0.142581 -1.545819 0.015 -0.035 0.092 -0.0002
H -4.315533 -3.722481 0.373181 0.016 0.012 0.048 0.0005
H -1.853233 -3.708281 3.826381 -0.111 -0.201 0.027 0.0001
H -0.152933 -2.082281 5.192981 0.052 0.001 0.251 -0.0001
H 1.173967 -0.745581 3.264581 0.065 0.153 0.000 -0.0004
H -0.171233 -6.126681 0.313781 -0.129 -0.074 0.094 0.0007
H 2.466367 -5.807681 -0.278219 0.143 -0.170 -0.054 0.0003
H 2.761267 -3.159581 -0.607519 -0.060 0.134 -0.083 0.0033
H -0.534033 -5.684081 2.698481 0.220 -0.029 0.074 0.0000
H -2.320733 -7.651081 3.289181 0.074 -0.161 0.187 0.0000
H -4.573333 -6.891381 1.948081 -0.233 -0.094 -0.056 0.0000
C 2.367867 2.799619 6.250881 -0.225 -0.022 -0.143 0.0000
C 1.000867 2.626019 5.581481 -0.016 0.113 0.227 -0.0002
C 0.229867 1.522119 6.327581 0.117 0.180 -0.080 -0.0002
C 0.239167 3.952719 5.688481 0.117 -0.139 -0.055 -0.0002
C 1.109867 2.195419 4.127981 0.083 -0.082 0.102 -0.0010
C -0.044433 2.056819 3.361481 -0.065 -0.103 -0.373 0.0010
C 0.029467 1.472519 2.110981 -0.419 -0.357 -0.622 -0.0019
Se -1.589433 0.843519 1.209781 0.285 0.550 -0.240 -0.0030
C -1.852033 2.042519 -0.320719 0.610 -0.763 0.421 0.0152
C -2.896933 2.935219 -0.430219 0.071 -0.051 -0.078 -0.0089
C -3.019133 3.691819 -1.602719 0.181 -0.103 0.037 0.0183
C -1.910233 3.738219 -2.450619 -0.178 -0.073 0.173 -0.0075
C -0.839233 2.865319 -2.359919 0.263 -0.786 0.090 0.0094
C -0.952933 1.851719 -1.384319 -0.765 0.796 0.456 0.0036
O -0.319933 0.658819 -1.433119 -0.520 0.473 -0.982 -0.0092
C 0.408967 2.968619 -3.226519 0.112 -0.062 -0.102 -0.0060
C 0.489967 4.306619 -3.967719 -0.066 -0.232 0.126 0.0012
C 0.424167 1.828319 -4.250119 -0.052 0.080 0.216 -0.0064
C 1.624567 2.863519 -2.290019 -0.160 -0.198 0.057 0.0047
C -4.313233 4.405019 -1.930819 -0.208 0.245 0.116 0.0041
C -4.545133 5.542219 -0.927219 0.036 -0.113 -0.178 0.0031
C -5.463633 3.388519 -1.825219 0.185 0.154 -0.079 0.0026
C -4.309133 4.974619 -3.352419 0.011 -0.073 0.234 0.0004
C 1.245067 0.998719 1.604781 -0.398 0.663 0.776 -0.0021
O 1.173967 0.218119 0.489881 1.486 0.315 0.772 -0.0027
C 2.433767 1.209519 2.314781 -0.036 -0.446 -0.615 0.0000
C 2.322167 1.807619 3.563681 -0.221 0.040 -0.065 -0.0001
C 3.747067 0.670119 1.760181 0.180 -0.131 -0.117 -0.0024
C 4.004567 1.320119 0.394681 -0.244 -0.039 -0.035 -0.0021
C 4.943567 0.984719 2.660081 -0.258 -0.006 -0.106 -0.0002
C 3.646667 -0.862781 1.626581 -0.395 0.064 -0.173 -0.0022
H 2.223267 3.138019 7.274181 -0.007 0.026 0.063 0.0000
H 2.962867 3.547919 5.732381 0.138 0.078 -0.017 0.0000
H 2.920967 1.863219 6.292581 0.091 -0.072 0.001 0.0000
H 0.151867 1.784419 7.379881 -0.050 -0.011 0.112 0.0000
H 0.752467 0.569719 6.248981 0.042 -0.101 0.013 0.0000
H -0.773433 1.400419 5.926681 -0.141 -0.036 -0.008 0.0000
H 0.145267 4.240519 6.733081 -0.023 0.031 0.071 0.0000
H -0.761033 3.879019 5.270481 -0.135 0.042 -0.025 0.0000
H 0.778167 4.737919 5.162981 0.005 0.130 -0.038 0.0000
H -1.010933 2.359719 3.732481 -0.054 0.027 0.136 0.0001
H -3.620533 2.995919 0.367081 -0.153 0.077 0.036 -0.0014
H -1.897533 4.460619 -3.248519 -0.007 0.068 -0.101 -0.0009
H -0.229833 4.354019 -4.780619 -0.130 0.099 -0.071 -0.0002
H 1.480067 4.418719 -4.402519 0.097 -0.028 -0.059 0.0002
H 0.330967 5.142419 -3.290519 -0.020 0.119 0.034 -0.0001
H -0.407233 1.935019 -4.940519 -0.119 -0.027 -0.156 -0.0010
H 0.336567 0.866919 -3.747019 0.058 -0.075 -0.012 0.0454
H 1.354967 1.839419 -4.811819 0.116 0.002 -0.106 0.0030
H 1.671467 3.732719 -1.635819 0.050 0.054 0.074 -0.0003
H 2.544867 2.806119 -2.866519 0.107 0.047 -0.059 -0.0004
H 1.562367 1.966019 -1.664919 0.131 0.206 -0.109 0.0002
H -4.586433 5.167019 0.091581 -0.015 -0.013 0.158 -0.0005
H -5.488233 6.034519 -1.147219 -0.114 0.098 0.016 0.0003
H -3.746133 6.276119 -0.995019 0.066 0.126 0.034 -0.0003
H -5.611633 3.050019 -0.804419 -0.022 -0.082 0.152 0.0003
H -5.272233 2.525019 -2.458719 -0.011 -0.131 -0.081 -0.0002
H -6.385133 3.854919 -2.160019 -0.154 0.043 -0.010 0.0002
H -3.575733 5.768819 -3.466519 0.087 0.098 -0.060 0.0000
H -5.285033 5.398319 -3.572719 -0.091 0.058 -0.004 0.0000
H -4.112733 4.196119 -4.087019 0.041 -0.054 -0.119 -0.0001
H 3.216467 1.933119 4.144381 0.179 0.006 0.053 0.0002
H 4.085967 2.399219 0.503181 0.060 0.131 -0.007 0.0001
H 3.198667 1.114119 -0.311219 0.135 0.069 0.053 0.0030
H 4.927567 0.943919 -0.038719 0.131 -0.042 -0.022 0.0003
H 5.060367 2.056919 2.788381 0.075 0.157 0.081 0.0001
H 5.847767 0.603919 2.192481 0.088 -0.036 -0.041 0.0000
H 4.851467 0.511919 3.634181 0.010 -0.026 0.158 0.0001
H 2.757567 -1.175881 1.053881 0.589 0.038 0.296 0.0037
H 3.592167 -1.323181 2.612181 0.023 -0.079 0.070 0.0004
H 4.530567 -1.240481 1.118481 0.116 -0.079 -0.034 0.0005
O 3.471767 -4.069581 -5.333019 0.292 -0.126 0.104 0.0000
C 2.348467 -3.259081 -5.582019 -0.481 0.322 -0.053 0.0046
C 1.677667 -2.895881 -4.235119 0.254 -0.194 0.156 -0.0042
C 1.176267 -4.204081 -3.575619 -0.381 0.308 -0.077 -0.0161
O 2.204767 -5.002681 -3.084219 0.436 -0.320 -0.100 0.0016
C 2.748167 -2.232981 -3.359319 -0.558 -0.035 0.396 0.0086
Se 2.208767 -0.802581 -2.019719 0.484 -0.549 -0.186 0.0905
C 0.514067 -1.973281 -4.559219 -0.050 -0.216 0.461 0.0095
Se -0.726133 -1.627781 -3.028619 0.208 -0.123 -1.027 0.8017
H 3.946867 -4.212781 -6.158519 0.042 -0.084 0.045 0.0000
H 1.625667 -3.796081 -6.209219 -0.037 0.105 0.028 0.0000
H 2.642667 -2.338281 -6.096719 -0.020 0.031 -0.045 -0.0003
H 0.557067 -4.742181 -4.306519 -0.027 0.021 0.008 -0.0014
H 0.536767 -3.969381 -2.713419 0.054 -0.005 -0.107 0.0399
H 2.820467 -5.173081 -3.816019 -0.057 -0.064 0.110 0.0013
H 3.469767 -1.696481 -3.976819 -0.078 0.237 0.177 0.0004
H 3.278167 -3.013281 -2.813719 -0.006 0.230 0.078 0.0021
H -0.130733 -2.409081 -5.327219 -0.098 0.056 0.134 -0.0056
H 0.870367 -1.005881 -4.924319 -0.208 0.029 0.155 0.0118
```
Positions in Å, forces in eV/Å.